Entry 1:
The following is a quantum chemistry calculation of a 7-piece molecular cluster, C45H109N7O13 overall, from OMol25.

Calculated values
2S+1 ... 2
⟨S²⟩ ... 0.7538
Calculated total energy ... -3140.49642 Eh
Lowest unoccupied orbital energy (alpha / beta) ... -0.09698 / -0.25432 Ha
Energy above the lowest of the compared OMol25 structures with the same formula, charge and spin ... 0.000 eV
Charge ... +1

The geometry in XYZ format:
```
174
Properties=species:S:1:pos:R:3:mulliken_spin:R:1
O -7.61162 -28.67630 -13.23386 0.00
O -4.43531 -32.78723 -14.41813 0.00
O -13.79346 -22.23052 -14.95719 0.00
O -13.82397 -30.25814 -20.62526 0.00
O -10.55815 -24.86057 -22.26701 0.00
O -11.38143 -25.54494 -17.07014 0.00
O -5.88451 -24.87193 -18.03619 0.00
O -15.67131 -23.14942 -21.75197 0.00
O -15.71679 -24.50387 -10.77334 0.00
O -10.92002 -34.93391 -24.51399 0.00
O -11.05870 -31.60651 -13.76253 0.08
O -7.46363 -29.01718 -18.62638 0.00
O -3.90066 -19.07546 -16.15126 0.00
N -11.97302 -31.85658 -14.69546 0.69
N -13.22509 -32.54242 -22.54057 0.00
N -5.64343 -31.87430 -17.02897 0.00
N -12.54114 -22.77408 -22.70340 0.00
N -4.34196 -21.58116 -17.30924 0.00
N -9.21987 -25.86047 -14.90918 0.00
N -15.60526 -22.56999 -12.75943 0.00
C -14.72395 -31.34749 -20.96871 0.00
C -13.85233 -22.31013 -23.13301 0.00
C -10.33614 -23.87073 -23.24199 0.00
C -8.30158 -26.52831 -13.96092 0.00
C -11.45763 -32.83885 -15.67359 -0.01
C -14.57730 -21.44166 -12.86359 0.00
C -9.97634 -35.32094 -23.51861 0.00
C -5.78573 -25.64478 -19.22222 0.00
C -15.05887 -24.34708 -21.37541 0.00
C -10.17953 -32.55118 -16.37265 0.07
C -8.33392 -27.99240 -14.36114 -0.01
C -13.73319 -30.88342 -16.14729 0.03
C -5.68021 -32.23707 -14.55359 0.00
C -11.77643 -23.46571 -23.78805 0.00
C -12.56780 -32.96762 -16.82796 0.00
C -2.76213 -19.73256 -16.70970 0.00
C -5.70382 -31.20985 -15.71665 0.00
C -13.27825 -29.87893 -13.86473 0.02
C -11.63570 -29.56181 -15.62189 0.10
C -5.86107 -30.92170 -18.09889 0.00
C -13.23301 -31.68485 -17.26263 -0.02
C -7.30730 -30.45518 -18.43671 0.00
C -14.76237 -21.99580 -21.93301 0.00
C -8.71074 -28.61668 -19.23110 0.00
C -15.19704 -23.87941 -13.09019 0.00
C -10.06295 -25.03032 -17.05597 0.00
C -11.69359 -33.75881 -24.17377 0.00
C -9.33248 -25.37713 -21.63120 0.00
C -4.63722 -23.04717 -17.16006 0.00
C -12.76205 -21.99882 -15.97870 0.00
C -13.85776 -32.57992 -21.23030 0.00
C -5.64707 -23.53475 -18.21160 0.00
C -4.10275 -33.66915 -13.34573 0.00
C -12.71202 -33.86621 -22.97697 0.00
C -14.38557 -29.13009 -19.92898 0.00
C -3.11426 -21.28174 -16.55849 0.00
C -12.68281 -30.60286 -15.10048 0.01
C -11.63284 -26.50922 -18.03840 0.00
C -11.53957 -34.21003 -15.03773 0.04
C -16.01359 -24.80616 -12.15345 0.00
C -8.98919 -25.89808 -16.35507 0.00
C -3.75792 -17.70616 -16.05666 0.00
C -16.32571 -25.24086 -9.84245 0.00
C -14.24465 -21.06378 -14.31404 0.00
C -8.06812 -29.90256 -12.95913 0.00
H -12.59280 -23.37251 -21.89142 0.00
H -13.51080 -34.49674 -23.36747 0.00
H -10.97485 -34.21837 -14.10546 0.00
H -11.01149 -29.26357 -14.77957 0.02
H -11.07773 -35.00996 -15.61643 0.00
H -12.15262 -33.28002 -17.78615 0.00
H -15.23756 -20.84875 -14.70904 0.00
H -14.40074 -24.05258 -20.55796 0.00
H -9.09106 -26.07158 -22.43590 0.00
H -8.97232 -26.95592 -16.61736 0.00
H -7.29353 -26.15160 -14.13420 0.00
H -14.47549 -31.43841 -15.57365 -0.01
H -13.55024 -20.22650 -14.38370 0.00
H -10.03615 -22.87726 -22.90861 0.00
H -14.11535 -23.97218 -12.99304 0.00
H -15.98603 -26.26510 -9.99626 0.00
H -8.72504 -29.10966 -20.20315 0.00
H -4.84103 -25.66222 -19.76567 0.00
H -15.81675 -22.67537 -11.77745 0.00
H -6.56395 -23.03973 -17.89161 0.00
H -10.13684 -25.61374 -14.56509 0.00
H -9.41958 -32.21840 -15.66567 -0.01
H -8.78867 -27.52998 -19.26467 0.00
H -4.73206 -34.54876 -13.21019 0.00
H -14.61584 -28.35951 -20.66470 0.00
H -7.97062 -25.59057 -16.59182 0.00
H -9.17869 -34.66446 -23.17094 0.00
H -7.84466 -28.24455 -15.30197 0.00
H -12.16122 -33.48933 -25.12077 0.00
H -3.43822 -17.10919 -16.91077 0.00
H -9.69805 -26.04948 -20.85505 0.00
H -5.02032 -21.02945 -16.80371 0.00
H -5.33551 -30.04284 -17.72537 0.00
H -12.60914 -22.91072 -16.55591 0.00
H -10.10245 -24.08222 -16.51965 0.00
H -13.93298 -30.52994 -13.28540 -0.01
H -13.73638 -31.98061 -23.20620 0.00
H -15.56593 -24.12506 -14.08601 0.00
H -4.20725 -33.27181 -12.33613 0.00
H -15.96532 -25.84832 -12.46917 0.00
H -6.52104 -25.28851 -19.94369 0.00
H -15.79216 -25.06182 -21.00185 0.00
H -3.19773 -21.69654 -15.55396 0.00
H -5.13073 -23.13502 -16.19217 0.00
H -5.29544 -31.11498 -19.01037 0.00
H -9.75673 -24.78736 -18.07348 0.00
H -16.28085 -24.83573 -8.83153 0.00
H -13.33213 -33.72037 -16.63487 0.00
H -7.92162 -30.76875 -17.59270 0.00
H -5.92630 -31.82232 -13.57608 0.00
H -2.23413 -21.87373 -16.80955 0.00
H -12.50439 -29.60632 -13.14715 0.00
H -7.69657 -31.03736 -19.27198 0.00
H -9.38390 -28.27961 -14.41716 0.01
H -7.96179 -30.48627 -13.87351 0.00
H -15.24325 -29.40367 -19.31447 0.00
H -12.58954 -34.38209 -14.80100 0.00
H -4.74495 -32.33564 -17.03319 0.00
H -14.55556 -33.41565 -21.28249 0.00
H -11.58334 -26.15585 -19.06835 0.00
H -9.51160 -36.17645 -24.00876 0.00
H -4.69967 -17.23051 -15.78287 0.00
H -13.23004 -32.81690 -20.37128 0.00
H -3.03338 -33.85944 -13.25445 0.00
H -12.21106 -28.75431 -16.07466 0.00
H -8.68836 -26.39011 -12.95127 0.00
H -12.55361 -31.08194 -17.86515 0.00
H -3.02310 -17.49035 -15.28104 0.00
H -10.94653 -29.87100 -16.40773 -0.02
H -9.10482 -29.82118 -12.63243 0.00
H -13.80529 -21.34119 -23.63005 0.00
H -12.70329 -26.71456 -18.03129 0.00
H -13.84194 -28.96630 -14.05831 0.00
H -1.80281 -19.41987 -16.29733 0.00
H -6.18102 -26.63776 -19.00812 0.00
H -10.51491 -35.66093 -22.63405 0.00
H -15.38788 -31.57274 -20.13410 0.00
H -12.17061 -34.33933 -22.15775 0.00
H -17.37256 -25.09687 -10.10980 0.00
H -15.27155 -31.12854 -21.88539 0.00
H -14.32772 -29.97958 -16.28033 0.00
H -11.02295 -27.37989 -17.79739 0.00
H -6.60414 -30.60218 -15.62566 0.00
H -12.33842 -24.34224 -24.11049 0.00
H -14.42711 -24.76278 -22.16038 0.00
H -13.68340 -21.73769 -12.31459 0.00
H -6.45945 -32.97698 -14.73644 0.00
H -5.31624 -23.34418 -19.23255 0.00
H -14.25149 -22.92077 -23.94288 0.00
H -14.08209 -31.84996 -17.92590 0.00
H -13.60094 -28.53173 -19.46591 0.00
H -14.30220 -21.76046 -20.97334 0.00
H -11.36948 -32.05858 -12.97471 0.02
H -9.80680 -33.48415 -16.79541 0.00
H -3.65055 -23.50982 -17.13644 0.00
H -17.07991 -24.60182 -12.24999 0.00
H -10.26276 -31.92008 -17.25747 0.00
H -8.59425 -24.66930 -21.25427 0.00
H -9.61028 -28.99770 -18.74763 0.00
H -4.90474 -30.49360 -15.52545 0.00
H -7.47445 -30.35090 -12.16248 0.00
H -11.80176 -21.72813 -15.53975 0.00
H -13.05955 -21.14651 -16.58959 0.00
H -15.40999 -21.16799 -22.22180 0.00
H -11.03812 -32.94579 -23.86158 0.00
H -11.73617 -22.74195 -24.60208 0.00
H -14.91660 -20.56264 -12.31560 0.00
H -2.76345 -19.40644 -17.74977 0.00
H -9.71295 -24.20430 -24.07173 0.00
```

Entry 2:
The following is a quantum chemistry calculation of the molecule C3H10N2, from OMol25.

Calculated values
Calculated total energy ... -229.80580 Eh
Lowest unoccupied orbital energy ... 0.04359 Ha
SMILES ... C[C@H](N)CN
Energy above the lowest of the compared OMol25 structures with the same formula, charge and spin ... 0.094 eV
Charge ... 0

The geometry in XYZ format:
```
15
Properties=species:S:1:pos:R:3:mulliken_charge:R:1
N 1.59441 0.29867 -1.41894 -0.61
N 0.63765 0.07311 1.43976 -0.61
C -1.54182 -0.66656 0.42494 -1.44
C 0.23702 0.48851 -0.91090 -0.55
C -0.03854 -0.44410 0.24666 0.39
H 0.05113 1.51287 -0.57647 0.31
H 1.85396 0.94977 -2.14622 0.21
H 0.42145 -1.41038 0.05187 0.22
H -2.09267 0.28316 0.44597 0.29
H -1.94806 -1.27645 -0.38557 0.35
H 0.52551 1.07597 1.52711 0.24
H -0.47114 0.28296 -1.70872 0.34
H 0.29975 -0.33502 2.30042 0.22
H -1.77982 -1.16679 1.36032 0.40
H 2.25117 0.33428 -0.65024 0.24
```

Entry 3:
The following is a quantum chemistry calculation of a 2-piece molecular cluster, C20H37F5NO9 overall, from OMol25.

Calculated values
Calculated total energy ... -2014.82336 Eh
Lowest unoccupied orbital energy ... -0.10957 Ha
Charge ... +1

The geometry in XYZ format:
```
72
Properties=species:S:1:pos:R:3:mulliken_charge:R:1
F -0.38071 1.26378 -0.52123 -0.28
F 1.58973 -0.84815 0.89013 -0.29
F -1.14506 -2.77518 -2.32243 -0.35
F -0.09083 -2.47474 0.42550 -0.30
F -0.73824 0.21480 1.59715 -0.28
O 2.07518 -2.40896 -1.47821 -0.30
O 0.89533 -3.28332 -3.26313 -0.34
O 2.08069 -4.89893 -1.65330 -0.53
O 7.17564 -0.62337 -2.76846 -0.37
O 5.92978 1.93530 -2.08719 -0.43
O 3.24507 -0.14764 -1.49894 -0.23
O -0.73249 0.03748 -3.98409 -0.31
O -2.32633 2.26854 4.80042 -0.44
O -7.70437 0.14257 3.19301 -0.40
N -4.85970 0.64144 4.25294 -0.01
C 3.62779 1.22587 -1.03025 -0.46
C 6.21129 -0.09261 -3.74038 -0.38
C 5.60694 1.38953 -3.40663 -0.06
C -1.75292 1.49283 3.76039 -0.66
C -0.66659 -0.04546 0.11214 0.21
C 6.61373 -1.95660 -2.37042 0.04
C 0.49515 -1.18470 -0.09527 0.52
C -4.71884 1.89575 5.06787 -0.56
C 5.26434 1.23857 -0.98417 -0.06
C 0.11138 -2.11445 -2.74756 0.52
C -2.20892 0.13248 -4.00709 -0.54
C 1.72399 -3.69344 -2.11797 0.55
C -3.61572 2.81602 4.53690 -0.52
C -6.83851 1.20194 2.79122 -0.57
C -8.05502 0.10895 4.56643 -0.67
C 7.36641 -2.40364 -0.94497 -0.95
C -5.37065 0.76617 2.84674 -0.52
C -0.28757 -1.36017 -4.15211 -0.80
C 1.98933 -0.10742 -2.26335 -0.49
C 1.04178 -1.33406 -1.64190 1.07
H -2.72209 -0.50925 -4.84560 0.29
H 6.86901 -1.82207 -0.03161 0.21
H -0.67904 1.70364 3.72439 0.35
H 8.48109 -2.06773 -1.06178 0.26
H 5.29110 -0.79933 -3.95994 0.18
H 3.21837 2.07657 -1.72262 0.38
H -3.94728 0.16914 4.24112 0.31
H 6.09892 2.13393 -4.20097 0.35
H 1.44827 0.92961 -2.28083 0.26
H 5.63028 0.12844 -0.80423 -0.14
H -5.46699 -0.01932 4.75422 0.30
H -2.59042 -0.08493 -2.92076 0.15
H -4.72094 1.46623 2.31654 0.31
H -4.47523 1.55635 6.07926 0.42
H -7.91782 1.07277 5.06589 0.30
H -7.08086 1.41160 1.74414 0.38
H -1.75930 -0.40610 -0.18454 0.22
H -1.87722 0.43340 4.00225 0.30
H 2.23366 -0.40183 -3.38645 0.18
H 6.79621 -0.01667 -4.77848 0.30
H -2.47982 1.26313 -4.23917 0.24
H 0.62955 -1.44655 -4.91026 0.37
H -1.14765 -2.02400 -4.64575 0.39
H -5.68997 2.39518 5.08474 0.33
H 3.20307 1.28794 0.08370 0.20
H 5.45967 -1.87733 -2.07381 0.03
H -9.10687 -0.18783 4.64986 0.27
H -5.25334 -0.22845 2.40777 0.45
H 7.29358 -3.57178 -0.78784 0.32
H -3.73961 3.07979 3.48202 0.34
H 6.77873 -2.78311 -3.18427 0.34
H 4.46318 1.36670 -3.67871 0.01
H -7.45407 -0.65473 5.06367 0.30
H -3.67154 3.75589 5.09931 0.37
H -2.19004 1.70390 2.77986 0.27
H -7.03936 2.12264 3.34514 0.36
H 5.56368 1.82495 0.01197 0.32
```

Entry 4:
The following is a quantum chemistry calculation of C16H26GaN6OSi as an isolated structure, from OMol25.

Calculated values
Calculated total energy ... -3243.23503 Eh
Lowest unoccupied orbital energy ... -0.08961 Ha
Charge ... +1

The geometry in XYZ format:
```
51
Properties=species:S:1:pos:R:3:mulliken_charge:R:1
Ga 0.81613 0.00623 -0.20163 0.61
Si 1.68457 1.25484 -2.04083 0.34
O 0.62620 -1.17747 1.39740 -0.39
N 4.09868 -2.21704 4.40504 -0.48
N 0.79275 -2.09870 -1.07895 -0.45
N -1.25521 -0.33724 -0.65297 0.03
N 2.92315 0.76664 0.92602 -0.57
N 0.93787 -2.67811 3.04043 -0.37
N -0.09972 1.44255 1.11684 -0.41
C 1.40060 -1.64426 2.31715 0.92
C 3.50438 -1.68276 3.57708 -0.32
C -1.57210 -1.76213 -0.52450 -0.63
C -1.59291 1.02214 -5.38408 -0.55
C -1.46742 0.97647 1.41505 -0.56
C -1.00793 -0.13995 -4.89887 -0.78
C -0.22474 2.32428 -3.89534 -0.40
C -0.03572 -0.05816 -3.91510 -0.32
C 2.68254 -1.13120 2.57113 -0.09
C -0.58756 -2.50258 -1.41156 -0.72
C 1.83075 3.01911 -1.42185 -1.23
C 3.32609 0.57565 -2.61340 -1.14
C -1.19622 2.25284 -4.88540 -0.65
C 0.37800 1.17072 -3.38766 0.29
C -2.11740 0.60770 0.09025 -0.70
C 3.00138 -0.05287 1.74366 0.26
H 1.47519 -3.04388 3.81001 0.20
H 2.39992 3.63297 -2.12146 0.42
H -1.46134 -2.04152 0.52195 0.35
H -1.29915 -1.10136 -5.30070 0.43
H 1.17265 -2.69442 -0.35086 0.27
H -0.74435 -3.58116 -1.33951 0.44
H -0.00640 -2.99280 2.91034 0.22
H -0.12083 2.35977 0.67517 0.34
H 0.07197 3.29697 -3.52687 0.36
H 0.85437 3.49302 -1.30018 0.30
H -2.05775 1.72738 1.94153 0.49
H 3.26472 -0.48560 -2.86152 0.32
H -3.11934 0.19913 0.23697 0.37
H -1.37867 0.09945 2.05376 0.26
H 4.07364 0.69588 -1.82972 0.36
H -2.21943 1.50475 -0.52595 0.36
H -1.63905 3.16039 -5.27240 0.42
H -1.30216 -0.10485 -1.64547 0.10
H 1.39614 -2.20413 -1.88723 0.32
H 3.67157 1.09979 -3.50490 0.41
H 0.47324 1.53575 1.95067 0.33
H -0.76993 -2.22225 -2.45281 0.21
H 0.43890 -0.97592 -3.57248 0.71
H 2.35859 3.04093 -0.46917 0.35
H -2.59895 -1.97472 -0.83566 0.56
H -2.34819 0.96758 -6.15600 0.40
```